# 1
{"formula": "CH2Cl2FN", "method": "ωB97M-V/def2-TZVPD", "species": ["C", "N", "F", "Cl", "Cl", "H", "H"], "coordinates": [[0.3741, 0.0635, -0.0321], [1.6440, -0.1181, 0.0893], [-0.6445, -2.0981, 0.9523], [2.4881, -1.2860, -0.9593], [2.4369, -0.1057, 1.6876], [-0.2612, 0.8374, 0.4952], [-0.2204, -0.4412, -0.7610]], "atomic_forces_ev_per_a": [[-2.201, -0.196, 1.336], [1.638, -1.563, 0.761], [0.776, 1.687, -0.746], [-1.107, 1.104, 0.893], [-0.907, 0.531, -1.477], [1.513, -1.083, 0.183], [0.289, -0.480, -0.950]], "charge": 0, "fmax_ev_per_a": 2.6, "e_tot_ha": -1114.091188}

# 2
{"formula": "C30H90O15", "method": "ωB97M-V/def2-TZVPD", "species": ["C", "C", "O", "H", "H", "H", "H", "H", "H", "C", "C", "O", "H", "H", "H", "H", "H", "H", "C", "C", "O", "H", "H", "H", "H", "H", "H", "C", "C", "O", "H", "H", "H", "H", "H", "H", "C", "C", "O", "H", "H", "H", "H", "H", "H", "C", "C", "O", "H", "H", "H", "H", "H", "H", "C", "C", "O", "H", "H", "H", "H", "H", "H", "C", "C", "O", "H", "H", "H", "H", "H", "H", "C", "C", "O", "H", "H", "H", "H", "H", "H", "C", "C", "O", "H", "H", "H", "H", "H", "H", "C", "C", "O", "H", "H", "H", "H", "H", "H", "C", "C", "O", "H", "H", "H", "H", "H", "H", "C", "C", "O", "H", "H", "H", "H", "H", "H", "C", "C", "O", "H", "H", "H", "H", "H", "H", "C", "C", "O", "H", "H", "H", "H", "H", "H"], "coordinates": [[5.1815, 1.7137, 1.0722], [4.3559, 1.8794, 2.3117], [3.1128, 1.1435, 2.1953], [4.5769, 2.1020, 0.2526], [5.3856, 0.6543, 0.9171], [6.0920, 2.3051, 1.1691], [4.1494, 2.9248, 2.5414], [4.8961, 1.5821, 3.2105], [3.3121, 0.2204, 2.0228], [2.0086, 3.2205, -1.5206], [2.5021, 4.6436, -1.1450], [2.9643, 5.2896, -2.3142], [1.3693, 3.2417, -2.4032], [1.3413, 2.7932, -0.7721], [2.8439, 2.5291, -1.6307], [3.2653, 4.5176, -0.3771], [1.6690, 5.2305, -0.7581], [3.8253, 4.9026, -2.4890], [0.3058, 0.7631, -3.3821], [-0.4422, 1.7102, -4.3039], [-0.2350, 1.2648, -5.6150], [1.3887, 0.8382, -3.4801], [0.0822, -0.2852, -3.5802], [-0.0456, 0.9553, -2.3683], [-0.0416, 2.7177, -4.1915], [-1.5082, 1.8492, -4.1236], [-0.5981, 1.9507, -6.1800], [-2.0474, -0.0841, 4.0269], [-2.5999, 0.9842, 3.1369], [-3.5226, 1.7154, 3.8710], [-1.3969, -0.6923, 3.3984], [-2.8499, -0.7170, 4.4057], [-1.4252, 0.2604, 4.8528], [-3.0261, 0.5411, 2.2368], [-1.7597, 1.6055, 2.8268], [-3.9844, 2.3351, 3.3016], [3.7486, -1.0882, -1.0177], [3.5338, -1.3819, -2.5454], [4.6932, -0.9056, -3.2227], [2.8682, -1.5088, -0.5319], [3.7960, -0.0643, -0.6470], [4.5881, -1.6357, -0.5891], [2.6122, -0.9198, -2.8994], [3.4091, -2.4334, -2.8039], [5.1094, -1.6633, -3.6400], [-1.0118, 5.6659, 1.4036], [-1.5772, 4.2217, 1.2713], [-0.6400, 3.3966, 0.6915], [-0.1492, 5.6415, 2.0696], [-1.7666, 6.3505, 1.7906], [-0.6393, 6.0184, 0.4418], [-2.4458, 4.1007, 0.6240], [-1.7575, 3.9007, 2.2972], [-0.1213, 3.1274, 1.4532], [1.2599, -4.7449, -0.2681], [2.1341, -5.1297, 0.8923], [2.1003, -4.1071, 1.8649], [1.1551, -5.6405, -0.8804], [1.7864, -4.0024, -0.8679], [0.2582, -4.4623, 0.0555], [3.1645, -5.2249, 0.5498], [1.8264, -6.0972, 1.2891], [1.2299, -4.2017, 2.2586], [-4.6380, -0.9147, -2.3987], [-3.3023, -0.7507, -1.6712], [-3.5841, 0.1467, -0.6419], [-4.8913, 0.0270, -2.8858], [-5.3960, -1.2140, -1.6748], [-4.6642, -1.7737, -3.0692], [-2.4564, -0.4134, -2.2702], [-2.9384, -1.6542, -1.1819], [-2.6979, 0.4382, -0.4155], [1.4665, 2.9889, 5.2114], [0.6459, 2.2537, 4.1309], [1.0181, 2.7286, 2.8696], [1.0330, 2.7294, 6.1772], [1.3898, 4.0745, 5.1502], [2.5246, 2.7278, 5.1920], [-0.4132, 2.3872, 4.3513], [0.8696, 1.1873, 4.1616], [1.7711, 2.2106, 2.5758], [-0.0545, -3.1471, -3.3184], [-0.5572, -3.4809, -4.7069], [-1.7780, -4.1550, -4.6073], [1.0001, -2.8726, -3.3449], [-0.1614, -4.1086, -2.8161], [-0.7202, -2.4022, -2.8825], [0.0609, -4.1293, -5.3279], [-0.6823, -2.5737, -5.2981], [-2.4479, -3.4862, -4.7670], [5.6044, -2.7849, 2.2327], [4.6394, -1.8976, 3.0022], [3.4809, -1.7322, 2.2516], [5.9367, -2.2634, 1.3351], [5.1286, -3.7352, 1.9904], [6.4226, -2.9691, 2.9289], [5.0587, -0.9357, 3.2971], [4.3833, -2.4243, 3.9216], [3.1416, -2.6153, 2.0887], [-0.1362, -1.2576, 0.5032], [-0.0324, 0.2441, 0.7023], [-1.0268, 0.9175, -0.1036], [-1.0378, -1.7678, 0.8421], [0.7156, -1.8643, 0.8103], [-0.1581, -1.3797, -0.5797], [0.9622, 0.6082, 0.4448], [-0.1671, 0.6066, 1.7214], [-0.9697, 1.8593, 0.0738], [-1.3889, 4.6374, -2.5605], [-2.6397, 5.4516, -2.3503], [-2.8466, 6.3696, -3.3650], [-1.2739, 3.7797, -1.8978], [-0.5324, 5.2859, -2.3760], [-1.2957, 4.3247, -3.6005], [-2.6515, 5.9403, -1.3761], [-3.4645, 4.7401, -2.3108], [-2.1983, 7.0675, -3.2458], [-4.8029, -3.0531, 3.1553], [-4.3062, -2.3793, 1.8234], [-4.8499, -1.1024, 1.6447], [-4.2687, -3.9629, 3.4291], [-5.8904, -3.1255, 3.1692], [-4.7252, -2.3640, 3.9963], [-4.5032, -2.9858, 0.9394], [-3.2314, -2.1995, 1.8488], [-4.3910, -0.7075, 0.8997], [-2.6220, -4.4315, -1.0658], [-4.0246, -5.0851, -1.0314], [-4.2737, -5.7374, 0.2055], [-2.4217, -3.8785, -0.1481], [-2.3773, -3.8324, -1.9429], [-1.8809, -5.2306, -1.0522], [-4.0737, -5.8470, -1.8094], [-4.8746, -4.4260, -1.2078], [-4.8435, -6.4981, 0.0700]], "atomic_forces_ev_per_a": [[-0.308, 0.373, 0.125], [-0.376, -0.349, 0.647], [0.593, 1.261, 0.252], [0.233, -0.105, -0.290], [0.257, 0.080, -0.162], [0.145, -0.200, -0.193], [-0.541, 0.074, -0.448], [0.117, -0.539, 0.082], [-0.109, -0.665, 0.014], [-0.406, 0.371, 0.562], [-1.064, -1.517, -0.441], [0.493, 0.302, 0.267], [0.404, 0.141, -0.277], [0.168, 0.096, 0.416], [0.031, -0.005, -0.334], [0.167, 0.438, 0.117], [0.115, 0.038, 0.074], [0.112, 0.104, -0.355], [-0.773, -0.062, 0.311], [0.697, 0.106, 0.299], [-0.060, -0.047, -0.930], [-0.078, 0.425, 0.065], [-0.320, -0.009, -0.263], [0.429, 0.002, 0.250], [0.328, 0.130, 0.106], [-0.248, -0.565, 0.468], [0.048, -0.117, -0.385], [0.250, -0.856, -0.234], [0.783, -0.178, -0.139], [-0.801, 0.752, 0.541], [0.095, -0.315, 0.043], [0.029, -0.001, 0.056], [-0.253, 0.301, 0.046], [-0.182, -0.058, 0.001], [0.108, 0.328, -0.267], [-0.057, -0.008, -0.073], [-1.222, -1.402, -0.462], [0.974, 0.801, 1.324], [-0.131, 0.077, -0.557], [-0.179, -0.055, 0.339], [0.056, 0.190, -0.831], [0.171, 0.007, -0.313], [0.166, 0.450, -0.095], [-0.003, -0.294, 0.650], [0.086, 0.174, -0.101], [-0.407, -0.714, -0.455], [-0.447, 1.859, 0.343], [1.088, -0.803, -0.445], [-0.081, -0.016, 0.165], [0.060, 0.052, 0.016], [-0.182, 0.065, -0.115], [-0.454, 0.617, 0.406], [-0.615, -0.259, 0.026], [1.238, -0.497, 0.291], [0.350, -0.816, -0.484], [0.215, -0.086, -0.651], [0.033, -0.205, 0.644], [-0.148, 0.014, -0.306], [-0.509, 0.323, 0.033], [0.079, 0.316, -0.109], [0.068, -0.029, 0.138], [0.019, -0.006, 0.339], [-0.077, 0.461, 0.383], [0.609, -0.877, 0.066], [-0.897, -0.964, -0.168], [0.001, 0.820, 0.490], [-0.192, -0.229, -0.061], [-0.051, 0.530, 0.279], [0.333, 0.242, -0.563], [-0.163, 0.315, -0.474], [-0.213, -0.645, -0.339], [0.575, 0.735, 0.894], [-0.635, -0.342, 0.208], [1.129, 0.326, 1.244], [-1.049, 0.871, -0.883], [0.262, -0.143, 0.241], [-0.126, 0.000, -0.367], [-0.038, -0.133, -0.037], [-0.059, 0.166, -0.440], [-0.146, -0.198, 0.258], [0.469, -0.484, -0.294], [0.145, -1.059, -0.749], [0.481, 0.637, -0.762], [-1.249, -0.073, -0.027], [-0.105, 0.342, 0.240], [0.165, 0.224, 0.612], [0.318, 0.057, 0.229], [0.614, -0.009, 0.454], [0.031, 0.219, -0.096], [-0.372, -0.273, 0.081], [0.298, 0.692, 0.760], [0.299, -1.157, 0.280], [-0.598, 1.287, -0.333], [0.173, -0.252, -0.031], [0.008, 0.032, -0.085], [0.417, -0.223, -0.391], [0.009, 0.104, -0.291], [0.040, 0.063, 0.404], [-0.600, -0.301, -0.264], [-0.030, -0.104, -0.999], [-0.397, 0.529, 0.384], [0.318, -1.667, -0.281], [-0.200, 0.432, 0.401], [0.181, 0.428, 0.413], [-0.002, -0.138, -0.295], [0.195, -0.167, -0.397], [-0.096, -0.465, 0.321], [0.071, 0.834, 0.255], [0.899, 0.483, -0.001], [-0.267, -1.474, 0.950], [-0.296, 0.711, -0.732], [-0.219, -0.032, 0.041], [0.329, -0.008, 0.022], [-0.284, -0.087, 0.065], [0.196, 0.085, 0.242], [-0.412, 0.249, -0.326], [0.030, 0.152, -0.174], [-0.127, 1.485, -0.615], [0.362, -0.421, 0.944], [-1.095, 0.263, 0.597], [-0.283, -0.083, -0.361], [-0.060, -0.809, -0.573], [0.780, 0.323, -0.039], [-0.188, -0.450, 0.115], [0.509, -0.652, 0.305], [0.041, 0.409, -0.520], [-0.306, -0.775, 0.618], [0.066, -0.248, -0.580], [0.596, 0.060, 0.682], [-0.250, 0.330, -0.023], [-0.539, -0.001, 0.054], [-0.007, -0.222, -0.072], [0.137, 0.081, -0.349], [0.282, 0.602, -0.171], [0.009, 0.096, -0.115]], "charge": 0, "fmax_ev_per_a": 1.9, "e_tot_ha": -2325.427017}